(1)
Below is a 3-piece molecular cluster, C4H14O4 overall at a distorted geometry, with properties calculated with the ωB97M-V functional and the def2-TZVPD basis.

Each line ends with the natural charge from an NBO analysis.
Positions of all 22 atoms, in Å:
O  -1.750920  0.322739  1.100290  -0.74
H  0.881224  -1.685707  2.921128  0.49
C  0.086380  0.179852  -1.751517  -0.43
H  1.029635  -1.945130  1.349634  0.51
H  -0.772570  2.185399  -1.323286  0.22
H  1.749932  0.403969  -0.369671  0.19
H  -2.722636  1.455708  -0.228969  0.18
O  0.498256  -1.551545  2.053417  -0.99
C  -1.937459  0.704839  -0.279591  -0.06
H  1.076698  -2.262612  -1.156662  0.47
C  1.451158  -0.300950  -1.141960  -0.06
H  -0.178735  1.229531  2.650611  0.48
C  -0.621991  1.200374  -0.868730  -0.48
H  -0.429374  -0.764234  -1.978059  0.20
H  2.146906  -0.452077  -1.956396  0.17
H  0.306048  0.470521  -2.777075  0.21
O  1.312672  -1.586921  -0.520420  -0.77
O  0.673279  1.241902  2.209396  -0.97
H  -1.269218  -0.509506  1.096444  0.48
H  0.777257  0.354704  1.829846  0.48
H  -2.342943  -0.156143  -0.803677  0.16
H  0.036399  1.465292  -0.054744  0.25

Atoms 1-3, force components in eV/Å:
O -0.5 -0.2 -0.4
H 0.3 -0.2 -0.1
C 1.5 -0.8 -0.3

Properties
Kohn-Sham gap ... 0.381 Eh
HOMO ... -9.8 eV
Spin multiplicity ... 1
Energy ... -461.72850 a.u.
SMILES ... OCCCCO.O.O
Molecular weight ... 126.152 Da

=====

(2)
Below is a 2-piece molecular cluster, C4H15N2 overall, with properties calculated with the ωB97M-V functional and the def2-TZVPD basis.

Each line ends with the natural charge from an NBO analysis.
Positions of all 21 atoms, in Å:
H  2.707719  -0.258085  -1.649769  0.23
H  -2.891434  -0.285346  2.014914  0.37
H  2.190429  2.195404  -2.330901  0.26
H  1.312236  -1.201491  0.036726  0.45
H  -1.810002  -0.454942  -0.194999  0.13
N  -2.012321  -0.777678  1.905352  -0.59
H  -1.231686  -2.066831  0.451700  0.18
H  -0.957096  1.045424  1.516532  0.15
H  0.319212  0.062756  0.100196  0.45
H  1.121601  0.981949  -3.003700  0.23
H  0.596204  1.972650  -1.615177  0.23
C  2.041697  0.432475  -1.135178  -0.22
C  1.438167  1.453594  -2.073577  -0.64
H  0.019725  -0.375863  1.945993  0.15
N  0.960418  -0.431587  -0.537938  -0.69
H  -2.938691  -1.703430  0.248068  0.24
H  2.595071  0.862410  -0.303699  0.23
H  0.331938  -0.788364  -1.262055  0.44
H  -0.895634  0.464604  3.198399  0.24
C  -0.917686  0.145593  2.160745  -0.41
C  -1.979857  -1.273248  0.528365  -0.43

Atoms 1-3, force components in eV/Å:
H 0.0 0.1 0.0
H 0.0 -0.1 0.3
H 0.0 0.0 0.0

Properties
Net charge ... +1
Kohn-Sham gap ... 0.343 Eh
HOMO ... -12.8 eV
Spin multiplicity ... 1
Energy ... -270.63883 a.u.
Molecular weight ... 91.178 Da

=====

(3)
Below is a 2-piece molecular cluster, C4H15N2 overall at a distorted geometry, with properties calculated with the ωB97M-V functional and the def2-TZVPD basis.

Each line ends with the natural charge from an NBO analysis.
Positions of all 21 atoms, in Å:
C  -1.128480  1.388504  -0.481580  -0.23
H  -2.169713  -0.450355  -0.869575  0.20
H  2.875691  -0.897844  1.832178  0.25
N  -3.276660  0.699305  0.467586  -0.81
H  2.854670  0.264369  0.477478  0.21
H  1.353257  -0.247453  1.303181  0.17
H  -1.616614  2.009826  -1.229453  0.24
H  -3.904180  -0.081910  0.601419  0.38
C  -2.009482  0.222462  -0.020295  -0.23
C  2.190803  -1.780859  -0.025033  -0.62
H  -3.177870  1.147605  1.369176  0.37
H  -0.066354  0.205387  -1.834169  0.44
H  0.604507  0.227797  -0.366288  0.46
H  0.801553  1.527277  -1.374362  0.45
H  1.307096  -2.365109  0.220202  0.21
H  2.065047  -1.409370  -1.046288  0.18
C  2.339439  -0.571033  0.946970  -0.63
H  -0.861608  2.021420  0.364592  0.23
H  3.090940  -2.382051  0.022905  0.24
N  0.127522  0.834882  -1.051303  -0.68
H  -1.399565  -0.362851  0.692659  0.17

Atoms 1-3, force components in eV/Å:
C -0.7 0.2 0.3
H -0.2 0.1 0.0
H 0.1 0.3 0.1

Properties
Net charge ... +1
Kohn-Sham gap ... 0.373 Eh
HOMO ... -13.6 eV
Spin multiplicity ... 1
Energy ... -270.65034 a.u.
Molecular weight ... 91.178 Da